(1)
The molecule C19H12ClFN2O2. Source: the Open Molecules 2025 dataset; level of theory: wB97M-V/def2-TZVPD.

Calculated values
LUMO energy ... -0.17 eV
Structure (SMILES) ... O=c1[nH]c(-c2c(F)cccc2Cl)nc2c1oc1ccc(C3CC3)cc12

Structure (XYZ):
```
37
Properties=species:S:1:pos:R:3:forces:R:3:nbo_charge:R:1
O 3.531944 0.323378 -2.948230 -0.33 -0.19 -0.16 -0.61
F -0.654437 -3.160650 -0.410643 0.61 -0.03 -0.04 -0.29
Cl 4.477006 -2.704744 0.426275 -0.43 0.20 -0.03 0.03
N 0.784779 -0.652535 -0.199097 1.03 -0.77 -0.82 -0.45
O 1.280867 2.280368 -2.320923 0.36 -1.38 -0.32 -0.38
C 2.623683 0.057143 -2.166634 1.98 2.99 -2.04 0.60
C 1.716433 -1.537371 -0.581540 -1.40 4.57 -0.68 0.44
C 1.563285 1.016862 -1.826250 1.05 -1.57 0.25 0.17
C 0.749019 0.619808 -0.830443 0.58 -1.97 0.05 0.11
C 1.724081 -5.505402 1.009141 -0.34 0.03 0.14 -0.17
C 0.543930 -4.960463 0.534533 0.78 1.83 -0.63 -0.28
C 2.895667 -4.766990 0.980014 0.22 0.18 -0.18 -0.25
C -0.671199 3.721234 -1.792830 0.36 0.91 -0.24 -0.24
C -1.706323 3.921593 -0.888441 0.27 -1.18 -0.39 -0.19
C -1.208221 1.800701 0.166841 -2.09 1.38 0.29 -0.21
C 0.523670 -3.646605 -0.001799 0.99 -1.10 0.92 0.47
C 2.909239 -3.467970 0.444369 -0.59 -1.33 0.11 0.02
C 0.138746 2.617344 -1.650389 -0.13 0.74 0.07 0.27
C 1.718778 -2.881504 -0.066913 0.17 -1.31 0.76 -0.22
C -0.176319 1.683918 -0.707213 -0.24 -1.19 1.34 -0.07
C -2.014411 2.946889 0.080599 -0.56 0.03 0.51 0.00
N 2.688041 -1.127194 -1.503238 -2.02 -1.63 1.52 -0.57
C -2.976178 3.098794 2.467785 0.43 0.83 1.48 -0.41
C -3.848415 2.093795 1.818344 0.25 -0.52 -0.61 -0.41
C -3.204284 3.199135 0.997464 0.29 -0.08 -0.88 -0.25
H 1.694596 -6.514812 1.443652 0.18 0.54 -0.28 0.23
H -0.346725 -5.513016 0.576040 -1.15 -0.53 -0.02 0.23
H 3.802991 -5.238992 1.357277 -0.12 0.44 -0.14 0.24
H -0.485414 4.457928 -2.559277 0.09 0.06 -0.09 0.23
H -2.329421 4.779762 -1.053512 -0.26 0.26 0.26 0.22
H -1.464198 0.989195 0.819613 0.08 -0.21 0.35 0.23
H 3.396898 -1.783684 -1.810024 0.00 0.35 -0.07 0.44
H -1.969354 2.806564 2.782121 -0.34 -0.05 -0.26 0.22
H -3.397355 3.847364 3.169655 0.07 -0.57 -0.69 0.22
H -4.910807 2.176141 1.970876 -0.16 0.02 0.02 0.22
H -3.502854 1.065421 1.661326 -0.04 0.48 0.18 0.21
H -3.897736 3.958594 0.611469 0.41 -0.24 0.33 0.22
```
Positions in Å, forces in eV/Å.

(2)
A structure of composition C20H28HfNO3. Source: the Open Molecules 2025 dataset; level of theory: wB97M-V/def2-TZVPD.

Calculated values
Charge ... +1
LUMO energy ... -3.58 eV

Structure (XYZ):
```
53
Properties=species:S:1:pos:R:3:forces:R:3:nbo_charge:R:1
O 0.642889 1.213905 -0.881388 -0.70 -0.79 -0.26 -0.57
C 1.774899 1.431606 -1.771415 -0.11 -0.50 0.89 -0.05
C 1.096694 2.621998 -2.426962 -0.19 0.26 -0.01 -0.46
H 1.905876 0.526936 -2.376580 0.44 0.35 0.01 0.17
H 2.626583 1.671201 -1.126667 0.21 -0.25 -0.51 0.21
C -0.050213 2.375444 -1.412889 -0.14 0.45 0.28 0.28
H 0.839125 2.451113 -3.477638 0.03 0.30 0.22 0.22
H 1.613567 3.582052 -2.259611 -0.27 -0.43 -0.37 0.23
C -1.432073 2.039204 -1.898871 -0.13 0.10 0.07 -0.61
H -1.470157 1.160553 -2.515735 0.06 0.13 -0.61 0.18
H -1.874530 2.875769 -2.419781 -0.04 0.24 -0.34 0.24
H -2.082506 1.851703 -1.050282 0.01 -0.01 0.18 0.20
C -0.173003 3.419497 -0.324585 0.03 0.22 -0.01 -0.63
H 0.803690 3.506755 0.164874 -0.40 0.44 -0.12 0.23
H -0.895937 3.058435 0.438281 0.33 0.54 -0.55 0.21
H -0.497633 4.379306 -0.784744 0.17 -0.52 0.57 0.23
Hf -0.423221 -0.993016 1.020213 3.78 5.69 2.66 2.31
C 0.737692 0.541623 3.312880 0.15 -1.35 -0.27 -0.34
C 2.092055 0.145783 3.371051 -0.48 0.70 0.02 -0.29
C 2.813782 0.895860 2.409188 -0.62 0.26 0.10 -0.27
H 2.502442 -0.573274 4.063012 0.07 0.03 0.07 0.22
C 1.904271 1.702496 1.702474 0.13 -0.76 0.40 -0.27
C 0.589165 1.429833 2.198327 -0.26 -0.33 -0.64 -0.46
H -0.312608 1.986283 1.964336 0.36 0.15 0.28 0.22
H -0.059199 0.221070 3.989632 0.63 0.29 -0.22 0.21
H 3.891455 0.913265 2.296423 -0.15 -0.12 -0.08 0.22
H 2.179051 2.454907 0.979779 -0.01 -0.20 -0.04 0.20
C -2.084564 -0.688678 3.007636 0.15 -0.50 -0.09 -0.22
C -2.422198 0.408578 2.195559 0.15 -0.12 -1.07 -0.21
C -2.649994 -0.062868 0.857925 -1.60 -1.19 1.16 -0.41
H -2.504635 1.454794 2.523273 0.27 -0.66 -0.23 0.27
C -2.574113 -1.522837 0.892909 -1.42 0.47 0.99 -0.49
C -2.087203 -1.881403 2.227886 -2.73 0.16 0.05 -0.47
H -1.946319 -2.885761 2.614462 -0.05 0.22 -0.18 0.29
H -1.848501 -0.627829 4.071761 0.01 -0.11 -0.54 0.27
H -3.116543 0.525988 0.063097 0.51 -0.37 0.24 0.27
H -3.070198 -2.196405 0.187981 0.65 0.23 0.13 0.28
O -0.264759 -1.632248 -0.849036 0.66 -2.17 -4.26 -0.72
C -0.937197 -1.429640 -2.255673 0.50 -0.14 0.72 -0.03
C 0.150318 -1.837071 -3.253304 -0.29 0.11 0.28 -0.44
H -1.251879 -0.394656 -2.384202 0.15 -0.49 0.62 0.23
H -1.807259 -2.110808 -2.210153 0.50 0.31 -0.16 0.21
C 0.951098 -2.922002 -2.520352 -0.02 -0.08 0.20 -0.45
H 0.805711 -1.007898 -3.558567 -0.41 -0.11 0.36 0.23
H -0.306627 -2.209639 -4.175352 -0.05 -0.01 0.23 0.25
C 0.374592 -3.064211 -1.117151 -0.64 0.70 -0.15 -0.04
H 2.005114 -2.658199 -2.459499 -0.02 -0.06 -0.03 0.24
H 0.852548 -3.860151 -3.050743 0.16 -0.32 0.05 0.25
H 1.122975 -3.317883 -0.352714 -0.54 0.47 -0.17 0.25
H -0.521559 -3.705807 -1.045733 0.60 0.10 -0.08 0.21
O 2.162638 -3.869361 3.033207 -1.33 1.78 -0.85 -0.47
C 1.467718 -3.074852 2.497795 1.18 -1.80 0.64 0.92
N 0.758666 -2.319444 1.875668 0.71 -1.33 0.36 -1.05
```
Positions in Å, forces in eV/Å.

(3)
The molecule C23H28N4O4S. Source: the Open Molecules 2025 dataset; level of theory: wB97M-V/def2-TZVPD.

Calculated values
LUMO energy ... 0.24 eV
Structure (SMILES) ... CCN(CC)C(=O)Cn1c(=O)n(CCCC(=O)NCc2ccccc2)c(=O)c2sccc21

Structure (XYZ):
```
60
Properties=species:S:1:pos:R:3:forces:R:3:nbo_charge:R:1
C -1.605646 -2.849137 -2.280757 0.03 0.20 0.19 -0.61
H -0.663536 -2.961304 -2.811007 0.08 -0.02 -0.07 0.22
H -1.873214 -3.805676 -1.836454 -0.05 -0.12 0.01 0.20
C -1.480408 -1.764681 -1.216378 -0.03 0.03 -0.36 -0.22
N -0.467991 -2.098666 -0.226173 -0.10 -0.02 -0.19 -0.44
C 0.748271 -1.549913 -0.356056 0.07 -0.32 0.24 0.69
O 1.059530 -0.825208 -1.283890 0.17 0.14 -0.30 -0.65
C 1.804290 -1.873478 0.724847 -0.20 0.23 -0.06 -0.30
N 2.761026 -0.786956 0.706195 -0.23 -0.03 0.21 -0.40
C 4.027792 -0.894972 0.199827 0.63 0.80 -0.12 0.20
C 4.787586 0.248122 0.034518 0.23 -0.58 -0.18 -0.38
C 4.281389 1.570709 0.281379 0.04 -0.25 0.04 0.66
O 4.890818 2.607431 0.138293 0.10 0.09 -0.05 -0.59
N 2.952299 1.561053 0.722161 -0.01 0.20 -0.02 -0.45
C 2.196947 0.444499 0.963291 0.29 -0.28 0.17 0.83
O 1.064951 0.501915 1.418468 -0.29 -0.02 0.08 -0.69
C 2.313098 2.866466 0.868268 -0.08 0.51 0.04 -0.23
H 1.429676 2.737906 1.493547 0.16 0.03 -0.03 0.23
C 1.954318 3.461642 -0.494529 0.01 -0.14 0.07 -0.40
C 0.871290 2.683746 -1.252333 -0.06 0.25 0.03 -0.50
C -0.509230 3.015754 -0.706734 0.43 -0.32 -0.21 0.68
O -1.144781 3.981276 -1.086784 -0.18 0.39 -0.20 -0.65
N -0.961503 2.169138 0.238756 -0.24 -0.25 0.38 -0.63
H -0.379771 1.406270 0.559621 0.11 0.07 -0.11 0.43
C -2.243384 2.351140 0.883329 -0.02 0.22 -0.07 -0.25
C -3.249801 1.325554 0.431185 -0.03 -0.03 0.12 -0.04
C -3.931893 0.532347 1.343191 0.00 0.15 -0.07 -0.22
C -4.854994 -0.404891 0.907721 -0.09 -0.10 0.02 -0.22
C -5.100921 -0.560065 -0.445598 -0.08 -0.10 0.03 -0.23
C -4.425326 0.230565 -1.361916 0.00 0.07 -0.07 -0.23
C -3.506372 1.167301 -0.925990 -0.05 -0.01 0.01 -0.15
H -2.984632 1.792071 -1.635133 0.09 0.08 -0.11 0.22
H -4.619818 0.118064 -2.418346 -0.02 0.00 -0.10 0.21
H -5.820570 -1.290717 -0.785029 -0.06 -0.06 -0.03 0.21
H -5.382670 -1.014785 1.627271 -0.04 -0.05 0.05 0.21
H -3.747391 0.654406 2.401588 0.05 0.01 0.10 0.21
H -2.116632 2.306983 1.969380 -0.06 0.03 -0.07 0.20
H -2.589847 3.351890 0.600312 0.06 -0.14 0.16 0.25
H 1.057158 1.609362 -1.217254 0.01 -0.04 -0.05 0.23
H 0.886801 3.002744 -2.295648 -0.08 -0.07 0.05 0.24
H 1.611271 4.486416 -0.340986 0.06 0.05 -0.03 0.22
H 2.863732 3.501247 -1.096512 -0.05 0.08 0.03 0.23
H 3.030782 3.521947 1.367468 -0.14 -0.11 -0.01 0.23
S 6.368607 -0.105483 -0.564273 -0.43 -0.17 0.13 0.51
C 5.997040 -1.777723 -0.585362 -0.02 0.45 0.05 -0.36
C 4.737179 -2.065283 -0.159560 0.06 -0.19 -0.06 -0.29
H 4.349263 -3.065912 -0.113483 -0.06 -0.16 0.01 0.23
H 6.739660 -2.477066 -0.915354 0.13 -0.17 -0.06 0.24
H 2.303916 -2.810338 0.484854 -0.02 0.04 0.06 0.23
H 1.362036 -1.924105 1.719814 0.04 -0.14 -0.13 0.24
C -0.902170 -2.886318 0.908644 0.01 0.11 0.42 -0.21
H -1.697194 -3.551510 0.562938 0.14 -0.06 0.00 0.21
C -1.429191 -2.000478 2.037866 0.04 -0.21 -0.15 -0.64
H -1.644606 -2.602391 2.916606 -0.07 -0.05 0.14 0.21
H -2.341317 -1.497902 1.726406 -0.05 0.03 -0.01 0.23
H -0.701087 -1.235966 2.297542 0.10 0.06 0.06 0.22
H -0.080462 -3.514323 1.259541 -0.09 -0.04 -0.04 0.20
H -2.432832 -1.617338 -0.704136 0.04 0.05 0.04 0.21
H -1.185518 -0.823865 -1.684964 -0.14 -0.07 0.13 0.24
H -2.375998 -2.571521 -2.994197 -0.11 -0.03 -0.13 0.22
```
Positions in Å, forces in eV/Å.

(4)
The molecule C25H35NO6. Source: the Open Molecules 2025 dataset; level of theory: wB97M-V/def2-TZVPD.

Calculated values
LUMO energy ... 0.74 eV
Structure (SMILES) ... CCO[C@@H]1OC(C(=O)N2CCCCCCC2)=C[C@H](c2ccc3c(c2)OCO3)[C@H]1CCCO

Structure (XYZ):
```
67
Properties=species:S:1:pos:R:3:forces:R:3:nbo_charge:R:1
C -1.229863 -0.843483 3.382602 0.34 0.12 -0.17 -0.64
C 0.243842 -0.552980 3.120160 -0.15 -0.06 0.27 -0.05
H 0.593715 0.233004 3.806550 0.03 -0.11 -0.06 0.16
H 0.844223 -1.451813 3.280196 -0.03 0.12 0.11 0.19
O 0.537485 -0.170920 1.788890 -0.13 0.16 -0.26 -0.55
C 0.117801 1.107314 1.409399 0.71 0.23 0.46 0.39
C 1.150485 1.708092 0.444071 -0.35 0.04 0.04 -0.24
C 0.857720 3.198615 0.228730 0.10 -0.07 -0.06 -0.41
C 2.007935 3.977340 -0.408388 0.11 -0.07 0.30 -0.42
C 3.200318 4.166907 0.532007 -0.41 -0.11 -0.03 -0.06
O 4.249203 4.887420 -0.070242 0.30 0.29 -0.22 -0.71
H 3.911210 5.741194 -0.363340 0.03 -0.08 0.03 0.46
H 2.868163 4.668788 1.453485 0.00 -0.14 -0.04 0.15
H 3.638592 3.205011 0.804733 -0.07 0.03 0.07 0.17
H 1.636108 4.965219 -0.696591 0.04 0.01 -0.06 0.20
H 2.354977 3.482351 -1.316818 0.03 0.06 -0.08 0.20
H -0.031096 3.295293 -0.398055 -0.06 0.03 0.08 0.23
H 0.625870 3.655888 1.194339 -0.10 0.04 0.03 0.20
H 2.123061 1.582500 0.924661 -0.05 -0.03 0.02 0.23
C 1.128809 0.920136 -0.880922 0.02 0.01 0.27 -0.31
C -0.297706 0.777337 -1.320963 0.03 0.03 0.21 -0.25
C -1.313850 0.891145 -0.471400 0.21 0.17 -0.14 0.23
O -1.188832 1.088240 0.876431 -0.39 0.07 -0.34 -0.52
C -2.749273 1.055080 -0.913115 0.25 -0.04 0.00 0.64
O -3.246647 2.167200 -0.889859 -0.05 0.22 0.14 -0.61
N -3.417654 -0.033308 -1.343356 -0.19 -0.04 -0.15 -0.44
C -2.844082 -1.360448 -1.390296 0.55 -0.41 0.21 -0.21
C -2.628150 -1.993838 -0.014787 -0.28 -0.15 -0.26 -0.41
H -2.069499 -1.299006 0.610843 0.13 -0.02 0.06 0.21
C -3.912692 -2.406152 0.701955 0.27 0.18 0.14 -0.40
H -4.486707 -3.077141 0.058147 -0.03 -0.10 0.02 0.19
H -3.617945 -2.986472 1.579938 -0.02 -0.06 -0.04 0.21
C -4.802352 -1.243757 1.164943 -0.18 -0.27 -0.02 -0.41
H -4.187796 -0.356687 1.322335 0.03 0.08 0.12 0.21
H -5.220284 -1.515084 2.136575 0.04 0.05 0.01 0.21
C -5.972736 -0.900250 0.229095 0.02 0.34 0.07 -0.40
C -5.771970 0.347653 -0.629070 0.03 -0.25 -0.17 -0.40
H -5.430981 1.175590 -0.006903 -0.06 0.07 -0.01 0.22
C -4.785276 0.174666 -1.783599 -0.38 0.49 0.04 -0.21
H -5.081604 -0.665646 -2.414229 0.06 0.02 0.01 0.19
H -4.799757 1.090656 -2.383284 -0.03 -0.16 -0.02 0.22
H -6.733108 0.632475 -1.063157 -0.01 0.08 -0.01 0.21
H -6.862162 -0.728753 0.839519 -0.03 -0.07 -0.04 0.21
H -6.193517 -1.752102 -0.418765 -0.08 -0.09 0.00 0.19
H -2.011740 -2.885733 -0.155807 0.10 0.02 0.00 0.21
H -1.883562 -1.314981 -1.913801 -0.15 -0.10 -0.01 0.21
H -3.513614 -1.992433 -1.977996 0.06 0.08 -0.02 0.20
H -0.490569 0.639395 -2.372713 -0.19 -0.03 -0.13 0.22
C 1.877415 -0.388900 -0.749394 -0.04 -0.18 -0.28 0.08
C 1.222711 -1.606315 -0.684216 0.07 0.16 -0.15 -0.17
C 1.909446 -2.809690 -0.542725 0.36 -0.20 0.05 -0.28
C 3.277738 -2.744484 -0.469952 0.15 0.53 -0.02 0.21
C 3.948013 -1.523192 -0.539935 -0.33 -0.43 0.04 0.30
C 3.274459 -0.337664 -0.682428 0.19 -0.27 0.03 -0.32
H 3.809058 0.596620 -0.741720 0.09 0.19 -0.02 0.22
O 5.299586 -1.740541 -0.450761 -0.26 0.44 -0.06 -0.49
C 5.458149 -3.135888 -0.319598 1.11 -0.62 0.11 0.24
O 4.192597 -3.759094 -0.333953 -0.49 -0.02 -0.03 -0.48
H 5.969475 -3.361242 0.630631 -0.18 0.09 -0.18 0.15
H 6.066695 -3.517953 -1.155552 -0.20 0.12 0.15 0.16
H 1.392540 -3.753168 -0.489318 -0.08 -0.14 0.00 0.22
H 0.147000 -1.625628 -0.731206 -0.16 0.02 0.02 0.20
H 1.655276 1.513986 -1.636415 -0.05 -0.02 0.05 0.23
H 0.032968 1.748860 2.304118 0.00 -0.15 -0.18 0.16
H -1.839781 0.013093 3.105337 -0.12 0.04 0.02 0.22
H -1.553465 -1.705520 2.806341 -0.09 -0.09 -0.07 0.21
H -1.375019 -1.052890 4.439310 -0.04 -0.04 0.12 0.21
```
Positions in Å, forces in eV/Å.

(5)
The molecule CH4OS. Source: the Open Molecules 2025 dataset; level of theory: wB97M-V/def2-TZVPD.

Calculated values
LUMO energy ... 0.88 eV
Structure (SMILES) ... OCS

Structure (XYZ):
```
7
Properties=species:S:1:pos:R:3:forces:R:3:nbo_charge:R:1
C 0.222686 0.239237 -0.132229 4.75 -0.27 3.80 -0.15
O -0.737395 1.076556 0.236515 -2.36 1.14 -3.20 -0.69
S 0.086796 -1.541650 0.235346 0.46 0.53 0.95 -0.07
H 0.429703 0.434544 -1.111702 0.64 0.00 -2.72 0.19
H 1.262641 0.593752 0.516645 -2.36 -1.29 -1.85 0.14
H -0.795833 1.112398 1.131752 -0.47 0.19 4.05 0.47
H -0.468597 -1.914837 -0.876326 -0.66 -0.30 -1.05 0.11
```
Positions in Å, forces in eV/Å.

(6)
A cluster of 3 separate species, C4H16N2O2 in total. Source: the Open Molecules 2025 dataset; level of theory: wB97M-V/def2-TZVPD.

Calculated values
LUMO energy ... 0.72 eV
Structure (SMILES) ... CNCCNC.O.O

Structure (XYZ):
```
24
Properties=species:S:1:pos:R:3:forces:R:3:nbo_charge:R:1
C -0.002959 -1.229298 -2.665239 -0.88 0.45 -0.65 -0.42
N -1.127374 -0.607359 -1.960695 0.85 0.35 0.48 -0.64
C -1.086721 -0.240178 -0.533470 1.64 0.94 -0.60 -0.22
C 0.209528 0.667488 -0.185154 -1.51 -2.04 -0.98 -0.27
N 0.675366 0.452754 1.172045 1.02 0.49 -0.89 -0.67
C 1.892556 1.255187 1.391657 -0.77 -0.79 2.00 -0.42
H 0.091457 -2.302069 -2.590577 0.03 -0.55 0.41 0.17
H 0.960523 -0.777078 -2.478617 0.09 0.17 0.44 0.19
H -0.172345 -1.008017 -3.718941 0.01 -0.17 -0.18 0.20
H -2.011890 -1.042732 -2.168341 0.11 -0.09 -0.15 0.37
H -2.002458 0.343038 -0.487539 -0.16 -0.35 0.94 0.20
H -0.954755 -1.091408 0.168299 -0.61 0.32 -0.20 0.18
H 0.892307 0.191429 -0.876106 0.84 -0.19 0.27 0.19
H 0.273281 1.685788 -0.585751 -0.85 0.42 0.46 0.18
H 0.021926 0.441014 1.938778 -0.34 0.50 -0.24 0.38
H 2.483819 1.157820 0.492450 0.51 0.10 0.14 0.20
H 1.765041 2.299622 1.716083 -0.37 0.04 -0.74 0.18
H 2.334359 0.808676 2.297090 0.66 0.02 -0.60 0.20
H 1.591819 -2.538395 0.643268 0.09 -0.75 0.06 0.46
H 1.385938 -1.632287 1.720101 -0.18 0.07 0.59 0.48
O 1.517681 -2.588595 1.608120 0.01 0.76 -0.76 -0.94
H -1.344129 2.070680 0.459276 -0.21 0.39 0.10 0.47
H -2.641831 1.604882 1.046263 -0.18 0.18 0.13 0.46
O -2.148615 2.414685 0.876696 0.22 -0.28 -0.02 -0.93
```
Positions in Å, forces in eV/Å.

- Which of these has the highest LUMO energy?
  CH4OS

- Which value of LUMO energy does entry 5 give?
  0.88 eV